Entry 1:
Entry from the OMol25 dataset: 3 unconnected molecules or ions with the total composition C15H36FN3O4S (the ωB97M-V functional and the def2-TZVPD basis).

Calculated values
SMILES = C=CN(CCC(C)C)S(=O)(=O)F.COC[C@@H](C)N.COC[C@@H](C)N
HOMO = -8.9 eV
Charge = 0

Geometry as XYZ:
```
60
C15H36FN3O4S (the ωB97M-V functional and the def2-TZVPD basis)
C 8.89 -0.28 1.82
C 7.65 0.28 1.92
N 7.01 0.71 0.72
C 5.56 0.35 0.61
C 4.53 1.47 0.44
C 3.12 0.94 0.82
C 2.85 -0.48 0.35
C 3.00 1.02 2.37
S 7.45 2.24 0.30
O 8.86 2.35 0.38
O 6.84 2.59 -0.93
F 6.90 3.16 1.44
H 9.72 0.15 2.37
H 9.09 -1.14 1.19
H 7.12 0.34 2.87
H 5.31 -0.20 1.52
H 5.46 -0.35 -0.21
H 4.48 1.72 -0.62
H 4.72 2.34 1.06
H 2.37 1.62 0.40
H 3.01 -0.64 -0.71
H 3.40 -1.20 0.96
H 1.80 -0.70 0.53
H 3.95 1.32 2.82
H 2.69 0.07 2.80
H 2.29 1.79 2.66
C -0.83 -2.27 -1.43
O -0.19 -1.01 -1.44
C -0.36 -0.26 -2.63
C -1.68 0.52 -2.70
C -2.89 -0.34 -3.03
N -1.96 1.27 -1.47
H -0.84 -2.73 -2.43
H -1.85 -2.19 -1.05
H -0.28 -2.92 -0.75
H 0.46 0.47 -2.63
H -0.22 -0.89 -3.51
H -1.58 1.25 -3.51
H -3.23 -0.92 -2.16
H -3.73 0.28 -3.33
H -2.68 -1.04 -3.84
H -1.20 1.93 -1.30
H -1.88 0.61 -0.69
C -7.56 0.43 2.08
O -6.24 0.52 1.58
C -5.65 -0.72 1.23
C -6.04 -1.25 -0.16
C -7.43 -1.86 -0.21
N -5.93 -0.22 -1.19
H -7.71 -0.48 2.67
H -8.30 0.47 1.28
H -7.73 1.29 2.73
H -4.57 -0.52 1.23
H -5.84 -1.47 2.01
H -5.32 -2.04 -0.40
H -8.21 -1.10 -0.23
H -7.54 -2.46 -1.11
H -7.61 -2.51 0.65
H -4.97 0.12 -1.23
H -6.46 0.59 -0.87
```

***

Entry 2:
Entry from the OMol25 dataset: 3 unconnected molecules or ions with the total composition C15H37ClN2O6PS3 (the ωB97M-V functional and the def2-TZVPD basis).

Calculated values
HOMO = -11.5 eV
Charge = +1

Geometry as XYZ:
```
65
C15H37ClN2O6PS3 (the ωB97M-V functional and the def2-TZVPD basis)
C -2.51 5.80 -0.21
C -1.75 6.31 1.16
C -0.40 7.18 0.80
C 0.89 6.16 1.06
N 2.01 6.33 0.05
C 2.26 5.03 -0.74
C 2.99 3.97 0.24
N 2.55 2.56 0.26
C 1.28 2.18 -0.43
Cl -0.28 2.41 0.59
C 1.21 2.89 -1.91
C 0.96 4.51 -1.59
P 0.82 5.33 -3.35
S 0.84 7.27 -3.31
H -2.33 4.65 -0.42
H -3.69 5.94 -0.16
H -2.07 6.39 -1.13
H -1.50 5.37 1.83
H -2.48 6.97 1.81
H -0.39 7.65 -0.27
H -0.33 8.09 1.56
H 0.58 5.04 1.19
H 1.34 6.50 2.11
H 1.81 7.12 -0.59
H 3.06 5.36 -1.56
H 2.99 4.36 1.37
H 4.15 3.97 -0.05
H 2.45 2.26 1.28
H 3.33 1.94 -0.11
H 1.33 1.01 -0.64
H 2.27 2.85 -2.44
H 0.38 2.46 -2.63
H -0.08 4.68 -1.09
H -0.42 4.82 -3.95
H 1.95 4.77 -4.10
O 0.35 -0.98 -0.37
S -0.93 -1.53 0.04
O -1.06 -2.44 1.16
O -1.66 -2.18 -1.26
C -0.98 -3.19 -1.99
C -0.97 -4.51 -1.24
C -2.06 -0.18 0.30
H 0.03 -2.87 -2.24
H -1.52 -3.32 -2.93
H -0.39 -4.44 -0.32
H -0.53 -5.30 -1.85
H -1.99 -4.80 -0.96
H -2.01 0.50 -0.56
H -1.77 0.33 1.21
H -3.07 -0.59 0.41
O -0.86 -7.11 0.85
S 0.15 -8.13 1.06
O 0.49 -9.10 0.04
O -0.19 -8.93 2.44
C -1.47 -9.54 2.58
C -1.57 -10.81 1.74
C 1.65 -7.36 1.61
H -2.27 -8.84 2.33
H -1.59 -9.81 3.63
H -1.53 -10.57 0.67
H -2.52 -11.32 1.93
H -0.75 -11.49 1.96
H 1.41 -6.65 2.41
H 2.08 -6.83 0.75
H 2.34 -8.13 1.95
```